1.
{"formula": "C5H7N", "method": "the ωB97M-V functional and the def2-TZVPD basis", "e_lumo_ev": 1.034, "energy_ev": -6788.004, "largest_force_ha_per_bohr": 0.01101, "total_charge": 0, "smiles": "Cn1cccc1", "elements": ["N", "C", "C", "C", "C", "C", "H", "H", "H", "H", "H", "H", "H"], "xyz": [[0.414799, 0.030220, -0.190365], [-1.515990, -0.391377, 0.867868], [-0.422548, -0.950772, 0.272827], [1.596145, -0.386321, -0.947052], [-1.358481, 1.013523, 0.764115], [-0.166218, 1.256535, 0.121119], [-0.161015, -1.986403, 0.114536], [-2.320904, -0.937647, 1.336421], [1.532612, -1.476343, -1.040623], [0.289320, 2.229833, -0.019748], [-2.056446, 1.757101, 1.132130], [2.544857, -0.169772, -0.445415], [1.623869, 0.011422, -1.965812]], "forces_ev_per_angstrom": [[-0.3, -0.1, 0.1], [-0.1, -0.1, 0.0], [0.0, -0.1, 0.0], [0.1, 0.1, 0.0], [0.1, 0.0, 0.0], [0.2, -0.2, 0.0], [-0.1, 0.1, 0.1], [0.0, 0.1, -0.1], [0.0, 0.3, 0.0], [0.2, -0.4, -0.3], [0.3, -0.1, -0.1], [-0.2, 0.2, 0.0], [-0.1, 0.2, 0.2]], "mulliken_charge": [0.194, -0.649, -0.098, -0.754, -0.317, -0.583, 0.277, 0.377, 0.228, 0.342, 0.372, 0.290, 0.320]}

=====

2.
{"formula": "C21H33ClIrN2O3Si", "method": "the ωB97M-V functional and the def2-TZVPD basis", "e_lumo_ev": [-8.135, -8.686], "energy_ev": -54655.769, "s2": 1.191, "largest_force_ha_per_bohr": 0.06122, "total_charge": 2, "spin_multiplicity": 2, "elements": ["Ir", "Cl", "Si", "O", "O", "O", "N", "N", "C", "C", "C", "C", "C", "C", "C", "C", "C", "C", "C", "C", "C", "C", "C", "C", "C", "C", "C", "C", "C", "H", "H", "H", "H", "H", "H", "H", "H", "H", "H", "H", "H", "H", "H", "H", "H", "H", "H", "H", "H", "H", "H", "H", "H", "H", "H", "H", "H", "H", "H", "H", "H", "H"], "xyz": [[0.199153, -0.986611, 0.171554], [6.367182, -2.920156, 3.836394], [0.447432, 1.326387, -0.000965], [2.069597, -1.745569, 0.042285], [-6.469053, -1.412714, -0.113965], [0.470565, -1.425482, 2.245768], [-1.653010, -1.785449, -0.207095], [-3.956763, -2.614713, -0.277365], [-4.757900, -2.732730, 0.964538], [0.675364, 1.288404, -3.120330], [-4.787565, -2.475429, -1.494120], [5.337577, -2.470369, 1.373338], [-1.677669, 1.043051, -2.229721], [2.622191, 1.651296, 1.625569], [5.083837, -2.580752, 2.752601], [-5.671269, -1.516285, 1.047135], [2.428691, 3.431229, -0.143091], [-2.760694, -2.146431, -0.234591], [4.319197, -2.206667, 0.492691], [-5.720251, -1.284207, -1.302657], [-0.396633, 1.829971, -2.220465], [3.239494, 1.141482, -0.756442], [3.808808, -2.416279, 3.211863], [2.999706, -2.006460, 0.934883], [2.762146, -2.096289, 2.324007], [-0.607318, 2.536937, 0.952208], [2.307085, 1.940394, 0.150411], [1.476216, -1.863006, 2.846847], [-0.567866, 3.311169, -2.194954], [-1.361826, 3.630017, -1.522405], [2.134808, 3.678724, -1.162492], [4.502432, -2.138396, -0.571745], [-5.356304, -3.639273, 0.885820], [0.251372, 1.202112, -4.129855], [3.607143, -2.505761, 4.272544], [2.496223, 0.595770, 1.881374], [1.537240, 1.949693, -3.182472], [-1.503069, -0.028137, -2.151148], [3.669946, 1.909230, 1.806354], [-2.372839, 1.358628, -1.450207], [-5.132964, -0.354142, -1.291474], [-0.850623, 3.621308, -3.211564], [3.105846, 0.068378, -0.652378], [4.274726, 1.370090, -0.484802], [-5.061965, -0.610456, 1.177760], [1.000328, 0.286168, -2.834837], [3.480592, 3.714717, -0.043780], [-4.152363, -2.346341, -2.368176], [6.351266, -2.594920, 1.015652], [0.350474, 3.843360, -1.955977], [1.861917, 4.045460, 0.557073], [-6.436693, -1.242752, -2.120267], [-1.675181, 2.377945, 0.788446], [-0.376068, 3.573476, 0.711082], [-6.355132, -1.619114, 1.886523], [-2.165141, 1.232001, -3.195330], [1.356491, -2.057371, 3.918060], [-4.099866, -2.801631, 1.828407], [2.018075, 2.251043, 2.308995], [-0.432009, 2.395804, 2.023283], [3.118715, 1.406323, -1.806276], [-5.373781, -3.386657, -1.602518]], "forces_ev_per_angstrom": [[2.1, -1.9, 1.3], [0.1, 0.0, 0.0], [0.5, 0.6, 0.3], [-1.4, 1.0, -0.6], [0.0, -0.1, 0.0], [-0.9, 0.4, -1.0], [0.0, 0.9, 0.2], [0.0, -0.1, 0.0], [-0.2, 0.1, 0.2], [0.1, 0.0, 0.2], [-0.2, 0.3, -0.2], [0.0, 0.0, 0.2], [0.0, 0.0, 0.2], [-0.1, 0.0, 0.1], [0.0, 0.0, -0.1], [0.0, 0.0, -0.2], [0.0, 0.0, 0.1], [0.0, 0.0, -0.1], [-0.3, 0.1, -0.5], [0.0, -0.1, 0.1], [-0.1, -0.3, -0.3], [0.2, 0.1, 0.1], [0.0, 0.0, 0.3], [0.6, 0.1, 0.5], [-0.2, -0.1, -0.3], [-0.5, -0.5, 0.1], [-0.6, -0.7, -0.5], [0.4, 0.0, 0.2], [0.1, 0.1, 0.3], [0.0, 0.0, 0.0], [0.1, 0.0, 0.0], [0.1, 0.0, 0.0], [0.1, -0.1, 0.0], [0.0, 0.0, 0.0], [0.0, 0.0, 0.0], [0.0, 0.0, 0.0], [0.0, 0.0, 0.0], [0.0, 0.0, -0.1], [0.0, 0.0, 0.0], [0.0, 0.0, 0.0], [0.0, 0.0, 0.0], [0.0, -0.1, 0.0], [0.0, 0.0, -0.1], [0.0, 0.0, 0.0], [-0.1, 0.0, 0.0], [0.0, 0.0, -0.1], [0.0, 0.0, 0.0], [0.1, -0.1, 0.0], [0.0, 0.0, 0.0], [0.0, 0.0, -0.1], [0.0, 0.0, -0.1], [0.0, 0.0, 0.0], [0.0, 0.0, 0.0], [0.1, -0.1, -0.1], [0.0, 0.0, 0.0], [0.0, 0.1, 0.0], [-0.3, 0.1, 0.0], [0.0, 0.0, 0.0], [0.0, 0.0, 0.0], [0.0, 0.0, 0.0], [0.0, 0.0, 0.0], [0.1, -0.1, 0.1]], "lowdin_spin": [0.047, 0.002, 0.145, 0.067, 0.000, -0.019, 0.006, 0.004, 0.000, 0.057, 0.000, 0.000, 0.046, 0.018, 0.005, 0.000, 0.005, -0.003, 0.007, 0.000, 0.364, 0.000, -0.002, 0.009, 0.005, 0.024, 0.057, -0.008, 0.062, 0.002, 0.000, 0.000, 0.000, 0.027, 0.000, 0.001, 0.001, -0.006, 0.005, 0.003, 0.000, 0.028, 0.000, 0.002, 0.000, 0.004, 0.003, 0.000, 0.000, 0.006, 0.000, 0.000, 0.000, 0.000, 0.000, 0.023, -0.002, 0.000, 0.000, 0.006, 0.000, 0.000]}

=====

3.
{"formula": "C5H8O", "method": "the ωB97M-V functional and the def2-TZVPD basis", "e_lumo_ev": 0.901, "energy_ev": -7361.325, "largest_force_ha_per_bohr": 0.01924, "total_charge": 0, "smiles": "CC(C)C=C=O", "elements": ["O", "C", "C", "C", "C", "C", "H", "H", "H", "H", "H", "H", "H", "H"], "xyz": [[-0.094475, 1.746231, -2.595169], [0.016429, 0.747676, -1.994302], [1.020431, -0.711892, 1.028627], [-1.004798, 0.738646, 0.572359], [-0.215891, -0.502006, 0.144952], [0.137079, -0.384143, -1.332276], [0.516766, -1.227919, -1.902272], [-1.133674, 0.815828, 1.656487], [-0.466073, 1.646901, 0.253845], [-0.859461, -1.385099, 0.262417], [1.624533, -1.560824, 0.689484], [0.728435, -0.908084, 2.068957], [1.652842, 0.182296, 1.017493], [-1.988832, 0.755297, 0.093196]], "forces_ev_per_angstrom": [[0.1, -0.8, 0.5], [0.0, 0.4, -0.4], [0.1, 0.0, 0.0], [0.1, 0.3, -0.1], [-0.1, 0.0, 0.1], [0.0, 0.1, 0.0], [0.0, 0.1, 0.1], [0.0, -0.2, -0.2], [-0.1, -0.2, 0.2], [0.1, 0.1, -0.1], [-0.1, 0.1, 0.0], [0.0, 0.1, -0.2], [0.0, -0.1, 0.0], [0.1, 0.0, 0.1]], "mulliken_charge": [-0.396, 0.563, -1.271, -1.440, 0.719, -0.788, 0.338, 0.371, 0.337, 0.191, 0.370, 0.346, 0.307, 0.353]}

=====

4.
{"formula": "C4H8OS2", "method": "the ωB97M-V functional and the def2-TZVPD basis", "e_lumo_ev": -0.266, "energy_ev": -27994.533, "largest_force_ha_per_bohr": 0.05174, "total_charge": 0, "smiles": "CC(=S)[C@@H](S)CO", "elements": ["S", "S", "O", "C", "C", "C", "C", "H", "H", "H", "H", "H", "H", "H", "H"], "xyz": [[-0.977231, -0.333707, -2.221342], [-0.660396, 2.174070, 0.036122], [1.780942, 0.587378, -1.330676], [-0.680124, 0.128916, 1.912550], [1.366506, -0.527547, -0.603325], [-0.599549, 0.623481, 0.476526], [-0.184154, -0.511637, -0.534842], [-0.567913, -1.469296, -0.219525], [1.036170, 0.777076, -1.910073], [-1.950929, 0.492758, -1.835084], [-0.681405, 0.980428, 2.614857], [0.228086, -0.454397, 2.081073], [-1.464002, -0.519111, 2.130760], [1.629886, -1.518148, -1.025131], [1.724112, -0.430264, 0.428110]], "forces_ev_per_angstrom": [[0.6, -0.1, 0.4], [-0.2, -0.2, 0.2], [0.7, -0.3, 0.1], [1.9, 1.8, -0.4], [-1.3, -0.2, -0.1], [0.3, -1.0, -0.5], [-1.1, 0.9, 0.4], [0.1, -0.2, 0.6], [0.0, 0.4, -0.5], [0.0, 0.1, 0.0], [-0.1, -0.4, -0.4], [0.1, 0.0, 0.2], [-1.7, -1.1, 0.0], [0.4, 0.5, 0.0], [0.2, -0.2, -0.2]], "mulliken_charge": [-0.214, -0.156, -0.438, -1.144, -0.333, 0.395, -0.599, 0.438, 0.350, 0.159, 0.326, 0.299, 0.338, 0.287, 0.293]}